The following is a DFT calculation (ωB97M-V/def2-TZVPD) of a 12-piece molecular cluster, C48H80F9N7O12 overall at a distorted geometry.

2S+1: 1
SMILES: CCOC(=O)C(F)(F)F.CCOC(=O)C(F)(F)F.CCOC(=O)C(F)(F)F.CCOC(=O)OC.CCOC(=O)OC.CCCC#N.CCCC#N.CCCC#N.CCCC#N.CCCC#N.CCCC#N.CCCC#N
Net charge: 0
HOMO energy, eV: -10.73
E, eV: -110529.833

Each atom is followed by the atoms it is bonded to, with distances in Å.
CARTESIAN COORDINATES (ANGSTROEM)
1 C -2.88 -0.08 0.01  C2 1.553, H10 1.087, H11 1.094, H12 1.078
2 C -1.59 -0.88 -0.29  C1 1.553, O3 1.483, H13 1.087, H14 1.080
3 O -0.44 -0.09 0.22  C2 1.483, C4 1.296
4 C -0.16 1.01 -0.41  O3 1.296, O5 1.277, C6 1.575
5 O -0.59 1.35 -1.56  C4 1.277
6 C 0.92 1.87 0.34  C4 1.575, F7 1.268, F8 1.350, F9 1.295
7 F 1.23 1.39 1.47  C6 1.268
8 F 2.03 2.00 -0.41  C6 1.350
9 F 0.30 2.99 0.57  C6 1.295
10 H -3.75 -0.67 -0.28  C1 1.087
11 H -2.94 0.81 -0.61  C1 1.094
12 H -2.97 0.25 1.03  C1 1.078
13 H -1.40 -1.17 -1.32  C2 1.087
14 H -1.56 -1.78 0.31  C2 1.080
15 C -1.10 -6.65 4.67  C16 1.452, H24 1.094, H25 1.093, H26 1.081
16 C -0.70 -5.54 3.82  C15 1.452, O17 1.464, H27 1.074, H28 1.110
17 O -1.37 -4.32 4.29  C16 1.464, C18 1.283
18 C -1.68 -3.45 3.41  O17 1.283, O19 1.232, C20 1.542
19 O -1.29 -3.42 2.24  C18 1.232
20 C -2.65 -2.34 3.87  C18 1.542, F21 1.375, F22 1.299, F23 1.341
21 F -3.87 -2.96 3.78  C20 1.375
22 F -2.47 -1.97 5.10  C20 1.299
23 F -2.65 -1.26 3.07  C20 1.341
24 H -2.14 -6.96 4.54  C15 1.094
25 H -0.91 -6.48 5.73  C15 1.093
26 H -0.47 -7.46 4.34  C15 1.081
27 H -1.03 -5.78 2.83  C16 1.074
28 H 0.39 -5.29 3.83  C16 1.110
29 C 2.48 3.42 -6.74  C30 1.460, H38 1.150, H39 1.063, H40 1.133
30 C 3.14 2.32 -6.04  C29 1.460, O31 1.467, H41 1.093, H42 1.113
31 O 2.12 1.64 -5.23  C30 1.467, C32 1.349
32 C 2.68 0.62 -4.55  O31 1.349, O33 1.210, C34 1.545
33 O 3.85 0.36 -4.44  C32 1.210
34 C 1.58 -0.28 -3.94  C32 1.545, F35 1.301, F36 1.376, F37 1.293
35 F 1.70 -1.51 -4.36  C34 1.301
36 F 1.69 -0.28 -2.57  C34 1.376
37 F 0.37 0.09 -4.21  C34 1.293
38 H 3.29 3.84 -7.44  C29 1.150
39 H 2.08 4.15 -6.07  C29 1.063
40 H 1.59 3.08 -7.34  C29 1.133
41 H 4.00 2.62 -5.43  C30 1.093
42 H 3.55 1.57 -6.74  C30 1.113
43 C 1.94 -5.38 6.53  C44 1.480, H50 1.064, H51 1.076, H52 1.110
44 C 1.37 -4.06 6.16  C43 1.480, O45 1.462, H53 1.093, H54 1.086
45 O 1.94 -3.84 4.84  C44 1.462, C46 1.359
46 C 1.38 -2.77 4.21  O45 1.359, O47 1.190, O48 1.329
47 O 0.64 -1.95 4.66  C46 1.190
48 O 1.81 -2.79 2.96  C46 1.329, C49 1.444
49 C 1.33 -1.77 2.04  O48 1.444, H55 1.102, H56 1.118, H57 1.108
50 H 1.39 -5.80 7.34  C43 1.064
51 H 2.97 -5.37 6.83  C43 1.076
52 H 1.74 -6.13 5.74  C43 1.110
53 H 1.60 -3.22 6.83  C44 1.093
54 H 0.29 -3.97 6.10  C44 1.086
55 H 0.74 -2.18 1.21  C49 1.102
56 H 2.24 -1.24 1.66  C49 1.118
57 H 0.72 -1.03 2.59  C49 1.108
58 C 1.44 -6.55 -4.30  C59 1.467, H65 1.088, H66 1.071, H67 1.094
59 C 0.88 -5.22 -4.02  C58 1.467, O60 1.488, H68 1.083, H69 1.132
60 O 1.39 -4.88 -2.66  C59 1.488, C61 1.351
61 C 0.61 -3.95 -2.06  O60 1.351, O62 1.181, O63 1.332
62 O -0.49 -3.60 -2.31  C61 1.181
63 O 1.21 -3.42 -1.00  C61 1.332, C64 1.412
64 C 2.52 -3.87 -0.69  O63 1.412, H70 1.108, H71 1.101, H72 1.076
65 H 2.52 -6.44 -4.41  C58 1.088
66 H 1.15 -7.00 -5.22  C58 1.071
67 H 1.24 -7.37 -3.60  C58 1.094
68 H -0.20 -5.22 -3.93  C59 1.083
69 H 1.14 -4.39 -4.74  C59 1.132
70 H 2.53 -4.96 -0.52  C64 1.108
71 H 2.89 -3.39 0.23  C64 1.101
72 H 3.19 -3.71 -1.52  C64 1.076
73 C -6.07 -0.95 1.91  C74 1.523, H78 1.080, H79 1.113, H80 1.074
74 C -7.09 0.17 1.78  C73 1.523, C75 1.533, H81 1.065, H82 1.126
75 C -6.82 1.08 0.58  C74 1.533, C76 1.537, H83 1.107, H84 1.086
76 C -5.55 1.94 0.74  C75 1.537, N77 1.151
77 N -4.66 2.67 0.77  C76 1.151
78 H -5.08 -0.53 1.84  C73 1.080
79 H -6.20 -1.72 1.11  C73 1.113
80 H -6.20 -1.44 2.85  C73 1.074
81 H -7.19 0.75 2.66  C74 1.065
82 H -8.15 -0.19 1.59  C74 1.126
83 H -7.65 1.79 0.39  C75 1.107
84 H -6.65 0.56 -0.36  C75 1.086
85 C 2.69 3.55 3.17  C86 1.487, H90 1.133, H91 1.086, H92 1.075
86 C 2.87 4.85 3.86  C85 1.487, C87 1.522, H93 1.114, H94 1.089
87 C 1.59 5.29 4.56  C86 1.522, C88 1.463, H95 1.098, H96 1.066
88 C 1.24 4.61 5.81  C87 1.463, N89 1.156
89 N 0.98 4.03 6.78  C88 1.156
90 H 3.66 3.25 2.66  C85 1.133
91 H 1.95 3.64 2.38  C85 1.086
92 H 2.53 2.70 3.80  C85 1.075
93 H 3.13 5.64 3.11  C86 1.114
94 H 3.66 4.90 4.61  C86 1.089
95 H 0.80 5.19 3.81  C87 1.098
96 H 1.65 6.33 4.77  C87 1.066
97 C -3.56 -4.46 0.13  C98 1.495, H102 1.080, H103 1.106, H104 1.075
98 C -3.67 -4.03 -1.29  C97 1.495, C99 1.538, H105 1.087, H106 1.075
99 C -3.20 -5.01 -2.38  C98 1.538, C100 1.448, H107 1.073, H108 1.096
100 C -4.04 -6.17 -2.58  C99 1.448, N101 1.146
101 N -4.70 -7.08 -2.80  C100 1.146
102 H -3.76 -3.65 0.83  C97 1.080
103 H -2.51 -4.79 0.24  C97 1.106
104 H -4.26 -5.23 0.40  C97 1.075
105 H -3.06 -3.14 -1.41  C98 1.087
106 H -4.70 -3.83 -1.55  C98 1.075
107 H -2.18 -5.23 -2.11  C99 1.073
108 H -3.11 -4.48 -3.33  C99 1.096
109 C 1.27 4.47 -2.60  C110 1.488, H114 1.081, H115 1.072, H116 1.073
110 C 2.28 5.53 -2.88  C109 1.488, C111 1.535, H117 1.093, H118 1.104
111 C 3.29 5.44 -1.73  C110 1.535, C112 1.466, H119 1.074, H120 1.099
112 C 2.70 5.97 -0.50  C111 1.466, N113 1.149
113 N 2.17 6.33 0.45  C112 1.149
114 H 0.44 4.49 -3.28  C109 1.081
115 H 0.85 4.74 -1.65  C109 1.072
116 H 1.73 3.50 -2.57  C109 1.073
117 H 1.80 6.51 -2.84  C110 1.093
118 H 2.83 5.45 -3.84  C110 1.104
119 H 4.13 6.07 -1.97  C111 1.074
120 H 3.78 4.47 -1.58  C111 1.099
121 C -0.84 1.50 4.28  C122 1.527, H126 1.096, H127 1.114, H128 1.090
122 C -1.77 2.25 3.33  C121 1.527, C123 1.540, H129 1.099, H130 1.125
123 C -3.09 2.71 3.97  C122 1.540, C124 1.428, H131 1.078, H132 1.113
124 C -3.92 1.61 4.36  C123 1.428, N125 1.139
125 N -4.53 0.66 4.52  C124 1.139
126 H -1.25 0.52 4.55  C121 1.096
127 H -0.63 2.09 5.20  C121 1.114
128 H 0.14 1.43 3.80  C121 1.090
129 H -2.05 1.67 2.44  C122 1.099
130 H -1.18 3.14 2.97  C122 1.125
131 H -3.61 3.28 3.21  C123 1.078
132 H -2.90 3.36 4.85  C123 1.113
133 C -2.72 1.93 -4.03  C134 1.540, H138 1.052, H139 1.082, H140 1.075
134 C -3.84 2.40 -4.99  C133 1.540, C135 1.524, H141 1.120, H142 1.070
135 C -3.44 3.71 -5.66  C134 1.524, C136 1.478, H143 1.098, H144 1.103
136 C -2.16 3.65 -6.39  C135 1.478, N137 1.169
137 N -1.14 3.66 -6.96  C136 1.169
138 H -2.78 0.91 -3.81  C133 1.052
139 H -2.76 2.57 -3.16  C133 1.082
140 H -1.82 2.11 -4.59  C133 1.075
141 H -4.84 2.47 -4.50  C134 1.120
142 H -4.00 1.62 -5.70  C134 1.070
143 H -3.34 4.55 -4.96  C135 1.098
144 H -4.27 3.97 -6.34  C135 1.103
145 C 6.27 3.25 -2.67  C146 1.546, H150 1.090, H151 1.102, H152 1.090
146 C 6.51 3.38 -1.14  C145 1.546, C147 1.541, H153 1.085, H154 1.091
147 C 7.99 3.65 -0.81  C146 1.541, C148 1.449, H155 1.048, H156 1.103
148 C 8.74 2.53 -1.36  C147 1.449, N149 1.163
149 N 9.42 1.71 -1.81  C148 1.163
150 H 6.56 4.15 -3.21  C145 1.090
151 H 5.19 3.12 -2.88  C145 1.102
152 H 6.82 2.36 -2.95  C145 1.090
153 H 6.24 2.44 -0.66  C146 1.085
154 H 6.00 4.19 -0.61  C146 1.091
155 H 8.18 3.61 0.22  C147 1.048
156 H 8.38 4.58 -1.24  C147 1.103